# 1
DFT (the ωB97M-V functional and the def2-TZVPD basis) results for C33H81AsF6N7O3 as an isolated structure at a distorted geometry.

Last column: Löwdin charge in e.
CARTESIAN COORDINATES (ANGSTROEM)
As -0.27 0.94 1.01  0.69
F -0.35 2.61 0.55  -0.25
F -0.80 1.40 2.60  -0.25
F -0.20 -0.75 1.39  -0.24
F 0.33 0.67 -0.58  -0.25
F 1.35 1.16 1.59  -0.24
F -1.91 0.67 0.57  -0.25
C 4.71 7.62 3.43  -0.10
C 3.77 6.42 3.44  -0.28
N 3.26 6.06 2.12  -0.19
C 2.42 4.87 2.21  -0.24
C 3.19 3.61 2.68  -0.07
C 2.54 7.16 1.48  -0.26
C 1.42 7.84 2.25  -0.10
H 5.53 7.48 2.71  0.08
H 5.18 7.72 4.41  0.07
H 4.27 8.57 3.15  0.06
H 4.32 5.57 3.85  0.11
H 2.96 6.67 4.15  0.11
H 1.59 5.01 2.92  0.11
H 2.00 4.69 1.22  0.11
H 2.91 2.83 1.98  0.04
H 4.26 3.75 2.52  0.07
H 2.96 3.39 3.72  0.05
H 2.16 6.79 0.52  0.11
H 3.29 7.91 1.22  0.10
H 1.09 8.75 1.75  0.07
H 1.62 8.12 3.29  0.06
H 0.55 7.18 2.35  0.07
C -0.14 2.08 -6.39  -0.09
C 0.84 1.35 -5.49  -0.28
N 0.29 0.17 -4.81  -0.16
C -0.62 0.63 -3.76  -0.27
C -1.59 -0.47 -3.28  -0.08
C 1.40 -0.52 -4.13  -0.27
C 2.53 -1.01 -5.00  -0.09
H -0.98 2.52 -5.85  0.06
H -0.50 1.42 -7.18  0.07
H 0.40 2.91 -6.84  0.07
H 1.74 1.15 -6.07  0.09
H 1.24 2.07 -4.73  0.13
H -0.14 1.13 -2.92  0.11
H -1.37 1.30 -4.19  0.10
H -2.18 0.03 -2.51  0.07
H -2.17 -0.89 -4.10  0.07
H -1.02 -1.24 -2.76  0.05
H 0.98 -1.37 -3.57  0.10
H 1.81 0.11 -3.33  0.11
H 2.24 -1.74 -5.76  0.08
H 3.29 -1.46 -4.35  0.06
H 3.08 -0.21 -5.50  0.06
C 6.83 -2.74 -1.16  -0.09
C 5.67 -1.77 -1.40  -0.26
N 4.58 -1.90 -0.44  -0.19
C 3.92 -3.20 -0.42  -0.25
C 3.36 -3.48 0.96  -0.09
C 3.60 -0.85 -0.64  -0.26
C 4.14 0.58 -0.48  -0.08
H 6.54 -3.78 -0.99  0.05
H 7.47 -2.40 -0.36  0.07
H 7.43 -2.78 -2.08  0.07
H 6.08 -0.78 -1.23  0.10
H 5.32 -1.79 -2.44  0.11
H 4.66 -3.97 -0.65  0.09
H 3.12 -3.21 -1.17  0.11
H 2.78 -4.40 1.04  0.07
H 2.72 -2.64 1.24  0.03
H 4.12 -3.53 1.74  0.08
H 3.08 -0.95 -1.62  0.10
H 2.79 -0.94 0.09  0.09
H 4.92 0.59 0.29  0.08
H 4.58 0.97 -1.39  0.07
H 3.35 1.25 -0.13  0.05
C -8.10 0.63 -1.91  -0.09
C -7.80 -0.63 -2.73  -0.27
N -6.88 -1.52 -2.07  -0.20
C -6.88 -2.85 -2.65  -0.28
C -8.09 -3.68 -2.28  -0.10
C -5.53 -0.96 -1.91  -0.26
C -5.14 -0.96 -0.43  -0.07
H -8.91 0.44 -1.20  0.07
H -8.49 1.39 -2.60  0.07
H -7.27 1.11 -1.40  0.06
H -8.76 -1.13 -2.84  0.10
H -7.46 -0.34 -3.74  0.12
H -6.85 -2.79 -3.75  0.12
H -5.97 -3.40 -2.39  0.11
H -8.03 -4.66 -2.74  0.07
H -8.16 -3.89 -1.20  0.07
H -9.03 -3.18 -2.51  0.06
H -5.49 0.05 -2.33  0.11
H -4.82 -1.55 -2.50  0.10
H -5.73 -0.18 0.05  0.06
H -4.10 -0.66 -0.27  0.05
H -5.29 -1.97 -0.05  0.07
C 2.11 -1.49 3.76  0.00
C 2.15 -0.34 4.75  -0.55
O 3.09 -0.18 5.51  0.03
N 1.12 0.52 4.62  0.02
C 1.08 1.81 5.26  -0.08
H 2.48 -1.15 2.80  0.07
H 1.11 -1.89 3.60  0.06
H 2.70 -2.30 4.17  0.08
H 0.60 0.43 3.76  0.07
H 0.38 1.79 6.10  0.08
H 0.73 2.56 4.55  0.07
H 2.06 2.11 5.63  0.07
C -4.48 -0.32 3.91  0.00
C -3.62 -1.51 4.24  -0.56
O -3.66 -2.08 5.31  0.03
N -2.68 -1.79 3.31  0.02
C -1.78 -2.90 3.44  -0.08
H -3.93 0.62 3.97  0.09
H -5.26 -0.25 4.67  0.08
H -4.94 -0.41 2.92  0.07
H -2.61 -1.26 2.46  0.11
H -1.21 -2.88 4.37  0.08
H -1.05 -2.85 2.63  0.05
H -2.29 -3.86 3.34  0.08
C -0.58 -6.66 -0.08  0.00
C -0.20 -5.94 -1.35  -0.55
O -0.15 -6.56 -2.40  0.01
N -0.08 -4.59 -1.32  0.03
C -0.17 -3.73 -0.14  -0.07
H -1.39 -7.33 -0.37  0.09
H -0.83 -6.05 0.79  0.06
H 0.23 -7.31 0.26  0.09
H 0.05 -4.12 -2.20  0.13
H 0.79 -3.68 0.38  0.06
H -0.99 -3.98 0.53  0.07
H -0.32 -2.71 -0.48  0.08

Summary:
Net charge   -1
Highest occupied orbital energy   -6.522 eV
E_tot   -129258.617 eV

***

# 2
DFT (the ωB97M-V functional and the def2-TZVPD basis) results for a 2-piece molecular cluster, C3H9NO3 overall at a distorted geometry.

Last column: Löwdin charge in e.
CARTESIAN COORDINATES (ANGSTROEM)
C 1.28 1.21 -0.92  -0.02
C 0.19 0.16 -1.28  -0.39
O -1.19 0.54 -1.03  -0.01
C 0.39 -1.21 -0.78  -0.28
O -0.33 -1.96 -0.21  0.06
H 2.24 0.98 -1.27  0.05
H 1.31 1.12 0.20  0.09
H 0.99 2.26 -1.11  0.09
H 0.28 -0.18 -2.38  0.17
H -1.17 0.31 -0.12  0.02
H 1.53 -1.60 -1.02  0.17
N -1.72 -1.06 1.73  -0.12
O -0.71 -0.16 1.93  -0.14
H -1.62 -2.10 1.86  0.10
H -2.15 -1.04 0.78  0.09
H -0.94 0.28 2.80  0.13

Summary:
Net charge   0
Highest occupied orbital energy   -8.904 eV
E_tot   -10885.813 eV

***

# 3
DFT (the ωB97M-V functional and the def2-TZVPD basis) results for a 3-piece molecular cluster, C21H51FP3 overall at a distorted geometry.

Last column: Löwdin charge in e.
CARTESIAN COORDINATES (ANGSTROEM)
C 1.48 1.76 3.91  -0.18
C 1.68 0.67 2.67  -0.46
P 0.43 1.02 1.26  0.77
C 1.31 1.32 -0.42  -0.43
C 1.42 -0.03 -1.36  -0.20
P -1.09 -0.56 1.09  0.59
C -2.88 0.08 1.03  -0.34
C -3.61 0.28 2.48  -0.32
C -4.95 1.23 2.19  -0.08
F -2.74 1.04 3.45  -0.12
P -0.68 -2.07 2.61  0.66
C -2.26 -2.81 3.38  -0.36
C 0.35 -3.45 1.71  -0.33
H 2.30 2.60 3.88  0.09
H 1.57 1.14 4.91  0.09
H 0.39 2.21 3.91  0.07
H 2.76 0.83 2.23  0.09
H 1.63 -0.41 3.12  0.04
H 2.39 1.77 -0.28  0.09
H 0.66 2.11 -1.03  0.09
H 2.33 -0.01 -2.10  0.09
H 0.43 -0.09 -2.00  0.07
H 1.45 -0.97 -0.66  0.05
H -0.84 -1.21 -0.20  -0.01
H -2.83 1.16 0.53  0.11
H -3.55 -0.56 0.27  0.12
H -4.04 -0.71 2.96  0.13
H -4.68 2.34 1.94  0.10
H -5.55 0.70 1.31  0.10
H -5.68 1.14 3.14  0.11
H -2.54 -2.11 4.31  0.07
H -3.19 -2.84 2.64  0.06
H -2.02 -3.87 3.85  0.07
H -0.08 -3.65 0.62  0.06
H 0.34 -4.40 2.40  0.06
H 1.45 -3.03 1.53  0.06
C 5.45 -0.78 -0.14  -0.11
C 5.83 0.65 -0.49  -0.28
C 7.34 0.86 -0.60  -0.22
C 8.13 0.60 0.69  -0.22
C 7.70 1.44 1.89  -0.28
C 7.89 2.94 1.67  -0.11
H 5.85 -1.08 0.83  0.07
H 4.36 -0.88 -0.10  0.05
H 5.82 -1.48 -0.90  0.08
H 5.40 1.33 0.25  0.09
H 5.37 0.91 -1.45  0.10
H 7.53 1.88 -0.95  0.10
H 7.73 0.20 -1.39  0.11
H 9.19 0.78 0.49  0.11
H 8.06 -0.46 0.96  0.10
H 8.29 1.14 2.76  0.11
H 6.65 1.24 2.14  0.09
H 8.94 3.17 1.46  0.08
H 7.59 3.49 2.56  0.07
H 7.29 3.30 0.83  0.06
C -7.72 -1.61 -3.21  -0.11
C -7.12 -0.21 -3.26  -0.27
C -6.19 0.00 -4.46  -0.22
C -4.96 -0.90 -4.50  -0.22
C -4.04 -0.81 -3.28  -0.28
C -3.44 0.58 -3.09  -0.11
H -6.95 -2.38 -3.12  0.06
H -8.38 -1.71 -2.35  0.07
H -8.30 -1.81 -4.12  0.08
H -6.58 -0.01 -2.32  0.09
H -7.93 0.52 -3.31  0.11
H -5.88 1.05 -4.48  0.10
H -6.77 -0.15 -5.38  0.11
H -4.38 -0.65 -5.40  0.11
H -5.27 -1.95 -4.63  0.10
H -3.23 -1.53 -3.39  0.10
H -4.59 -1.10 -2.37  0.09
H -2.85 0.87 -3.96  0.08
H -2.78 0.58 -2.22  0.04
H -4.21 1.33 -2.93  0.07

Summary:
Net charge   +1
Highest occupied orbital energy   -11.774 eV
E_tot   -53177.187 eV

***

# 4
DFT (the ωB97M-V functional and the def2-TZVPD basis) results for a 21-piece molecular cluster, C77H119N7O14 overall at a distorted geometry.

Last column: Löwdin charge in e.
CARTESIAN COORDINATES (ANGSTROEM)
N 17.09 5.95 1.07  0.07
C 17.07 7.27 1.50  -0.11
C 17.71 8.29 0.75  -0.09
C 18.32 7.97 -0.41  -0.10
C 18.45 6.65 -0.84  -0.05
C 17.92 5.66 0.03  -0.12
H 16.47 7.32 2.39  0.09
H 17.62 9.31 1.10  0.10
H 18.81 8.77 -0.94  0.11
H 19.06 6.49 -1.72  0.08
H 17.95 4.60 -0.16  0.08
N 23.45 -1.40 -1.28  0.09
C 23.18 -2.67 -0.90  -0.19
C 23.41 -3.14 0.36  -0.08
C 24.11 -2.31 1.31  -0.06
C 24.37 -1.03 0.93  -0.07
C 24.03 -0.58 -0.37  -0.13
H 22.77 -3.38 -1.59  0.09
H 23.18 -4.15 0.67  0.10
H 24.37 -2.76 2.26  0.10
H 24.92 -0.50 1.69  0.08
H 24.27 0.39 -0.76  0.07
N 27.90 0.83 1.16  0.06
C 26.96 1.39 1.94  -0.21
C 26.04 2.30 1.52  -0.11
C 25.87 2.48 0.11  -0.05
C 26.67 1.67 -0.74  -0.08
C 27.78 1.01 -0.22  -0.10
H 27.06 1.19 3.00  0.10
H 25.39 2.77 2.24  0.08
H 25.19 3.25 -0.22  0.08
H 26.61 1.74 -1.81  0.09
H 28.56 0.51 -0.78  0.10
N 16.70 3.33 5.93  0.07
C 17.64 2.97 5.07  -0.14
C 19.00 3.32 5.21  -0.05
C 19.33 4.17 6.21  -0.11
C 18.37 4.65 7.05  -0.06
C 17.02 4.24 6.88  -0.11
H 17.34 2.29 4.29  0.07
H 19.73 2.98 4.49  0.07
H 20.37 4.43 6.35  0.09
H 18.72 5.32 7.83  0.10
H 16.33 4.45 7.69  0.10
N 18.33 1.29 -7.08  0.05
C 19.01 2.40 -6.61  -0.13
C 19.32 2.59 -5.27  -0.09
C 18.94 1.62 -4.38  -0.10
C 18.35 0.45 -4.82  -0.08
C 18.06 0.29 -6.18  -0.13
H 19.10 3.20 -7.33  0.10
H 19.83 3.51 -5.03  0.10
H 19.23 1.65 -3.34  0.10
H 18.16 -0.31 -4.08  0.07
H 17.44 -0.52 -6.55  0.09
N 22.66 2.05 0.88  0.09
C 22.30 2.88 1.93  -0.13
C 21.00 3.21 2.18  -0.08
C 19.94 2.84 1.30  -0.06
C 20.30 2.04 0.26  -0.06
C 21.68 1.68 0.03  -0.12
H 23.10 3.32 2.51  0.08
H 20.86 3.97 2.94  0.07
H 18.94 3.22 1.32  0.10
H 19.49 1.74 -0.39  0.10
H 21.88 0.99 -0.77  0.09
N 28.63 5.22 3.11  0.07
C 29.36 6.37 3.31  -0.14
C 29.71 7.22 2.29  -0.09
C 29.38 6.87 0.98  -0.06
C 28.58 5.69 0.76  -0.05
C 28.14 5.01 1.88  -0.18
H 29.79 6.51 4.29  0.10
H 30.33 8.09 2.41  0.10
H 29.76 7.45 0.16  0.10
H 28.39 5.37 -0.26  0.11
H 27.65 4.07 1.71  0.07
C 25.56 6.99 0.28  0.00
C 26.29 8.34 -0.09  -0.46
O 27.25 8.42 -0.82  0.05
C 25.98 9.58 0.67  -0.03
H 24.51 7.14 0.54  0.05
H 26.11 6.55 1.12  0.05
H 25.46 6.26 -0.52  0.08
H 25.11 10.02 0.18  0.09
H 26.82 10.26 0.68  0.09
H 25.66 9.38 1.70  0.06
C 16.12 1.63 -1.29  -0.01
C 14.77 1.30 -1.89  -0.50
O 13.80 1.96 -1.60  0.06
C 14.57 0.25 -2.94  -0.02
H 16.25 1.06 -0.38  0.07
H 16.12 2.67 -0.98  0.07
H 16.90 1.43 -2.02  0.06
H 13.50 0.15 -3.09  0.08
H 14.88 -0.77 -2.71  0.08
H 14.94 0.49 -3.94  0.08
C 23.18 2.74 5.86  -0.04
C 22.86 1.34 5.57  -0.44
O 22.01 0.72 6.22  0.05
C 23.77 0.69 4.50  -0.01
H 23.29 3.40 5.00  0.07
H 24.14 2.83 6.36  0.09
H 22.47 3.22 6.54  0.08
H 23.80 1.25 3.57  0.05
H 23.54 -0.34 4.22  0.06
H 24.82 0.61 4.78  0.08
C 15.06 4.31 -5.92  -0.01
C 16.32 4.75 -5.18  -0.47
O 17.34 4.99 -5.79  0.04
C 16.30 4.75 -3.66  -0.01
H 15.07 3.23 -5.78  0.08
H 15.12 4.62 -6.97  0.08
H 14.17 4.83 -5.57  0.08
H 15.57 4.09 -3.19  0.07
H 15.95 5.71 -3.29  0.09
H 17.34 4.63 -3.38  0.08
C 20.01 -2.50 -0.36  -0.02
C 18.56 -2.37 -0.97  -0.41
O 18.20 -1.44 -1.76  0.00
C 17.48 -3.21 -0.37  -0.04
H 20.52 -3.44 -0.58  0.06
H 19.95 -2.43 0.73  0.07
H 20.52 -1.65 -0.81  0.07
H 16.48 -2.86 -0.64  0.08
H 17.49 -3.27 0.72  0.07
H 17.67 -4.26 -0.62  0.09
C 20.47 -3.40 -3.65  -0.01
C 21.61 -4.08 -4.48  -0.47
O 22.09 -3.49 -5.42  0.06
C 22.08 -5.46 -4.21  -0.03
H 19.68 -3.17 -4.37  0.09
H 20.86 -2.47 -3.24  0.07
H 20.02 -4.01 -2.87  0.06
H 21.42 -6.02 -3.55  0.08
H 23.05 -5.40 -3.71  0.09
H 22.39 -6.04 -5.09  0.09
C 17.76 7.83 5.07  -0.02
C 16.52 7.80 5.91  -0.49
O 16.58 7.26 6.98  0.06
C 15.30 8.55 5.45  -0.01
H 17.49 8.37 4.17  0.05
H 17.94 6.84 4.63  0.09
H 18.68 8.12 5.59  0.08
H 14.57 8.87 6.20  0.09
H 14.78 7.84 4.80  0.08
H 15.51 9.45 4.89  0.08
C 22.91 4.00 -2.05  -0.01
C 21.88 5.04 -1.73  -0.45
O 20.92 5.32 -2.45  0.04
C 21.93 5.76 -0.41  -0.02
H 22.49 3.04 -2.32  0.07
H 23.35 3.70 -1.10  0.04
H 23.60 4.36 -2.82  0.10
H 22.95 5.93 -0.05  0.05
H 21.27 5.38 0.37  0.08
H 21.70 6.81 -0.60  0.08
C 15.00 3.89 2.62  -0.02
C 14.08 4.64 3.63  -0.48
O 13.59 5.71 3.33  0.03
C 13.69 3.86 4.83  -0.03
H 14.77 2.82 2.68  0.06
H 15.96 4.02 3.11  0.06
H 14.93 4.36 1.64  0.07
H 14.31 2.97 4.85  0.04
H 12.65 3.54 4.88  0.09
H 13.99 4.41 5.72  0.08
C 15.53 0.03 4.59  0.00
C 15.92 -0.11 3.10  -0.46
O 16.31 0.82 2.42  0.03
C 15.70 -1.49 2.43  -0.01
H 15.99 0.93 4.99  0.04
H 15.95 -0.80 5.15  0.08
H 14.45 -0.08 4.65  0.09
H 14.64 -1.66 2.28  0.09
H 16.14 -2.23 3.10  0.07
H 16.29 -1.38 1.52  0.06
C 20.95 -2.26 4.81  -0.01
C 19.77 -1.61 4.01  -0.43
O 18.64 -2.07 4.03  0.04
C 20.18 -0.44 3.10  -0.01
H 21.69 -2.67 4.13  0.07
H 20.64 -3.11 5.42  0.07
H 21.29 -1.48 5.49  0.06
H 21.25 -0.45 2.91  0.07
H 19.91 0.44 3.69  0.08
H 19.67 -0.46 2.14  0.07
C 25.41 5.37 5.80  -0.01
C 25.35 5.92 4.38  -0.47
O 25.19 5.14 3.48  0.04
C 25.48 7.43 4.14  0.01
H 26.01 4.46 5.76  0.09
H 24.38 5.07 6.02  0.06
H 25.86 6.08 6.49  0.08
H 25.96 7.87 5.01  0.08
H 24.49 7.90 4.10  0.06
H 25.97 7.63 3.19  0.06
C 22.95 -0.24 -5.25  -0.01
C 23.98 0.58 -4.49  -0.53
O 23.89 0.70 -3.33  0.07
C 25.08 1.25 -5.33  0.00
H 23.36 -0.88 -6.02  0.08
H 22.20 0.39 -5.73  0.08
H 22.41 -0.80 -4.49  0.06
H 24.61 2.19 -5.62  0.09
H 25.45 0.51 -6.03  0.08
H 25.76 1.47 -4.50  0.06
C 21.65 8.00 5.33  -0.02
C 21.36 7.12 4.17  -0.50
O 21.50 5.90 4.21  0.05
C 20.74 7.86 3.04  -0.01
H 21.81 7.49 6.28  0.10
H 20.83 8.72 5.35  0.08
H 22.55 8.56 5.09  0.08
H 21.06 7.36 2.13  0.08
H 21.22 8.84 3.00  0.09
H 19.68 8.10 3.15  0.07

Summary:
Net charge   0
Highest occupied orbital energy   -8.869 eV
E_tot   -120868.767 eV

***

# 5
DFT (the ωB97M-V functional and the def2-TZVPD basis) results for an isolated ion of composition C2H8N5 and charge +1 at a distorted geometry.

Last column: Löwdin charge in e.
CARTESIAN COORDINATES (ANGSTROEM)
C 2.56 0.28 0.13  -0.05
N 1.25 0.54 -0.43  -0.02
C 0.14 0.59 0.28  -0.15
N -0.97 0.99 -0.21  0.06
N -2.17 1.25 0.10  0.05
N -3.07 0.37 0.04  -0.04
N -2.89 -0.98 -0.07  0.12
H 2.49 -0.43 0.95  0.09
H 3.21 -0.13 -0.64  0.10
H 3.02 1.20 0.50  0.10
H 1.22 0.87 -1.39  0.16
H 0.21 0.30 1.33  0.16
H -4.03 0.70 0.19  0.19
H -3.72 -1.50 -0.34  0.12
H -2.06 -1.24 -0.59  0.11

Summary:
Net charge   +1
Highest occupied orbital energy   -13.518 eV
E_tot   -9644.592 eV

***

# 6
DFT (the ωB97M-V functional and the def2-TZVPD basis) results for an isolated ion of composition C4H10N and charge +1 at a distorted geometry.

Last column: Löwdin charge in e.
CARTESIAN COORDINATES (ANGSTROEM)
C -1.83 -0.46 -1.95  -0.04
C -0.66 -0.02 -0.95  -0.05
C -0.45 0.51 0.35  -0.01
N 1.04 0.70 0.81  -0.04
C 1.44 -0.27 1.72  -0.07
H -1.44 -1.42 -2.45  0.13
H -2.84 -0.43 -1.53  0.08
H -1.77 0.14 -2.74  0.02
H 0.23 -0.13 -1.60  0.10
H -1.20 0.57 1.17  0.13
H 1.77 0.82 0.01  0.23
H 1.11 1.62 1.23  0.17
H 1.64 -1.16 1.21  0.09
H 2.34 0.04 2.25  0.11
H 0.60 -0.50 2.46  0.14

Summary:
Net charge   +1
Highest occupied orbital energy   -14.631 eV
E_tot   -5791.332 eV